[1]
Density functional theory data (ωB97M-V/def2-TZVPD) for a molecular structure, C20H30ClCuF5N5O25 in a non-equilibrium geometry.

Positions of all 87 atoms, in Å:
Cu 9.421 13.218 11.398
Cl 7.521 12.126 10.987
F 12.221 6.207 10.100
F 9.527 9.750 8.411
F 19.001 15.859 11.696
F 11.557 15.336 17.030
F 9.453 8.731 14.533
O 11.565 13.485 11.126
O 11.479 11.882 9.676
O 12.391 14.771 7.634
O 12.811 10.019 11.431
O 11.746 8.422 10.370
O 14.216 15.967 15.030
O 13.840 8.880 9.784
O 13.328 12.741 13.843
O 8.157 10.345 4.692
O 14.388 17.907 14.119
O 17.198 17.134 11.567
O 9.559 15.689 14.946
O 9.609 10.786 13.652
O 12.040 14.041 15.124
O 15.275 16.534 10.566
O 9.389 15.513 12.793
O 16.142 15.426 12.268
O 11.182 11.030 15.246
O 13.514 10.593 4.578
O 7.017 10.158 6.515
O 9.020 11.078 6.687
O 13.179 15.525 5.796
O 14.097 11.166 6.555
O 13.739 12.908 16.063
O 9.374 12.383 15.164
N 13.263 11.089 5.663
N 12.081 12.715 10.296
N 13.079 15.505 6.994
N 8.948 15.338 13.944
N 13.870 16.809 14.170
C 10.059 11.531 14.741
C 17.157 15.594 13.237
C 12.035 7.422 9.495
C 8.708 10.741 8.024
C 10.255 9.580 13.709
C 16.174 16.365 11.351
C 18.086 16.562 12.443
C 7.597 14.600 14.084
C 13.889 16.620 7.829
C 11.521 9.845 14.462
C 13.512 12.869 10.137
C 7.216 10.247 7.924
C 13.326 7.870 8.852
C 13.091 13.193 14.927
C 11.743 14.055 16.461
C 11.900 11.722 5.868
C 12.995 13.540 17.155
C 12.775 16.509 13.277
C 8.063 10.521 5.828
C 12.832 9.180 10.611
H 10.771 13.581 16.611
H 14.899 16.696 7.410
H 7.817 13.860 14.817
H 17.421 14.608 13.578
H 12.365 9.987 13.755
H 11.176 10.981 5.542
H 14.007 7.075 8.795
H 12.915 12.714 17.845
H 13.147 8.288 7.853
H 12.261 17.439 13.038
H 11.804 9.110 15.206
H 8.912 11.518 8.729
H 13.218 17.473 7.520
H 18.598 17.362 13.060
H 13.985 11.989 10.599
H 7.121 9.277 8.333
H 10.252 9.195 12.690
H 13.901 16.297 8.867
H 13.898 12.949 9.081
H 16.741 15.949 14.193
H 13.099 15.982 12.412
H 6.940 15.336 14.456
H 11.882 12.008 6.890
H 12.100 15.807 13.786
H 11.740 12.620 5.202
H 7.237 14.352 13.063
H 13.715 13.857 10.624
H 13.626 14.399 17.481
H 11.145 7.267 8.848
H 6.504 10.942 8.320

Output
orbital gap	8.51	eV
energy relative to the best compared isomer or geometry (same formula, charge and spin)	0.172	eV
energy	-150601.6317	eV
E_LUMO	-0.6871	eV
net charge	0


[2]
Density functional theory data (ωB97M-V/def2-TZVPD) for a single C5H9NO2 molecule in a non-equilibrium geometry.

Positions of all 17 atoms, in Å:
O 1.026 -0.822 1.460
O -1.430 0.408 0.512
N 1.923 -0.452 -0.574
C -0.627 -0.298 -0.392
C -1.236 -1.655 -0.666
C -0.919 1.555 0.975
C 0.915 -0.354 0.347
C 0.369 1.927 0.745
H 1.777 -0.209 -1.539
H -0.477 0.303 -1.298
H -2.257 -1.551 -1.036
H -1.262 -2.235 0.255
H 2.734 -0.992 -0.319
H 0.834 1.927 -0.232
H 0.784 2.701 1.371
H -1.513 1.931 1.797
H -0.640 -2.184 -1.406

Output
orbital gap	9.64	eV
energy relative to the best compared isomer or geometry (same formula, charge and spin)	2.211	eV
SMILES	C=CO[C@H](C)C(N)=O
energy	-10914.3645	eV
E_LUMO	0.8137	eV
net charge	0


[3]
Density functional theory data (ωB97M-V/def2-TZVPD) for a molecular structure, C29H25CoN4S2 in a non-equilibrium geometry.

Positions of all 61 atoms, in Å:
Co -0.226 -0.537 -0.037
S 1.199 0.015 -1.749
S -1.411 -1.695 -1.479
N -0.982 -1.473 1.479
N 2.845 -2.483 -7.136
N 1.149 -0.007 1.316
N -0.597 -4.718 -6.771
C 3.366 2.443 4.358
C -1.471 2.461 -3.014
C -0.380 -1.907 -2.858
C -3.145 1.234 -1.589
C -0.282 -3.956 -5.968
C 0.100 -2.995 -4.971
C -0.710 -2.823 -3.856
C -2.005 2.012 -1.685
C 2.634 2.120 3.228
C 2.326 0.829 1.074
C 4.604 1.852 4.580
C -4.749 -0.212 -0.305
C -1.884 -2.751 3.095
C 1.598 -1.313 -4.110
C 1.269 -2.232 -5.100
C -1.072 2.321 1.999
C -2.043 -2.218 1.810
C -0.645 -2.303 3.568
C -1.310 2.325 -0.516
C -2.861 1.044 0.777
C 4.362 0.618 2.533
C 5.101 0.940 3.664
C 1.055 -0.721 2.388
C 3.123 1.202 2.300
C -0.120 -1.512 2.546
C 2.135 -2.381 -6.236
C 0.793 -1.141 -2.988
C -3.575 0.724 -0.365
C -1.729 1.864 0.724
H 2.968 0.312 0.359
H -4.511 -1.142 -0.827
H -0.183 -2.512 4.521
H -0.228 1.686 2.263
H 4.748 -0.099 1.818
H -1.779 2.279 2.828
H -5.630 0.219 -0.784
H -5.006 -0.459 0.725
H -3.182 0.651 1.736
H 6.065 0.474 3.829
H 5.176 2.105 5.464
H 2.499 -0.723 -4.216
H 2.972 3.159 5.069
H -0.717 3.349 1.907
H -2.163 2.221 -3.822
H 1.979 1.732 0.562
H 1.669 2.583 3.058
H 1.823 -0.698 3.160
H -0.524 1.953 -3.212
H -1.286 3.537 -3.031
H -2.583 -3.396 3.605
H -3.680 0.967 -2.494
H -1.611 -3.414 -3.757
H -0.425 2.952 -0.580
H -2.854 -2.366 1.113

Output
orbital gap (spin up / spin down)	6.85 / 6.84	eV
⟨S²⟩	0.766
energy	-95740.8169	eV
E_LUMO (spin up / spin down)	2.4222 / 2.4215	eV
2S+1	2
net charge	-1


[4]
Density functional theory data (ωB97M-V/def2-TZVPD) for 6 unconnected molecules or ions with the total composition C26H46IN8O6P in a non-equilibrium geometry.

Positions of all 88 atoms, in Å:
I 3.326 -4.362 -2.991
P 2.893 -2.188 -1.819
O 6.027 0.408 -5.845
O -4.194 2.215 -0.007
O -1.459 -2.122 1.983
O 2.359 -2.354 4.744
O 1.371 -2.458 -1.019
O -4.591 2.974 5.205
N 2.153 -2.000 -5.907
N -3.540 2.772 2.142
N -6.171 2.347 6.775
N 5.515 1.978 -7.466
N 2.501 2.003 -0.648
N -1.233 -4.420 2.145
N -3.039 -1.012 -2.542
N 1.846 -0.784 3.122
C -1.692 -5.727 1.722
C -6.471 2.069 8.164
C 1.846 -0.432 1.717
C -0.737 -0.891 -3.952
C 0.174 -0.080 -2.826
C 2.328 -1.993 3.574
C -2.863 3.714 3.009
C 5.441 -1.447 -3.777
C 1.752 0.327 -2.992
C -0.148 -4.336 3.100
C -0.740 0.275 -1.469
C -4.135 1.588 2.725
C 4.306 -0.275 -3.409
C 4.992 2.929 -6.507
C -2.290 -1.346 -3.787
C 2.775 -0.928 -3.248
C -2.283 -0.245 -1.512
C 2.209 1.275 -1.693
C -4.912 2.725 6.359
C 1.324 0.167 4.081
C -1.797 -3.256 1.668
C -3.637 2.968 0.781
C 5.514 2.329 -8.871
C -7.228 2.224 5.793
C 2.508 -1.741 -4.668
C 5.997 0.768 -7.014
H 2.266 -1.238 1.109
H 4.484 2.518 -9.188
H -2.038 -6.281 2.599
H 0.679 -3.777 2.651
H -0.495 -3.798 3.987
H 2.701 -2.640 2.763
H -3.152 3.899 0.443
H 6.370 0.121 -7.826
H 5.934 1.524 -9.479
H 4.649 3.836 -7.011
H -2.511 -5.643 1.003
H -0.309 0.875 -0.559
H 2.445 0.472 1.579
H 5.288 -1.910 -4.841
H -8.164 1.919 6.269
H -2.463 4.557 2.439
H 0.490 -0.293 4.621
H -2.918 0.041 -0.540
H -4.185 2.787 7.186
H 0.195 -5.334 3.385
H -2.613 -3.435 0.949
H 6.114 3.234 -9.010
H -5.207 1.583 2.508
H -0.858 -6.260 1.255
H -3.680 0.701 2.272
H 5.568 -2.239 -2.913
H 5.780 3.181 -5.790
H -5.586 2.200 8.793
H -7.366 3.189 5.295
H 4.325 0.595 -4.201
H 0.980 1.075 3.578
H 0.813 -3.138 -1.509
H 4.681 0.176 -2.369
H -2.040 3.200 3.514
H -3.978 1.569 3.807
H 1.844 1.058 -3.932
H 2.111 0.419 4.798
H -3.574 4.087 3.751
H 0.816 -0.243 1.401
H -6.935 1.481 5.046
H 6.483 -0.865 -3.823
H -7.255 2.754 8.501
H 4.159 2.469 -5.968
H -2.814 -1.950 -4.654
H -0.204 -1.167 -4.979
H -6.823 1.037 8.250

Output
orbital gap	8.02	eV
SMILES	CC[C@](C#N)([C@H](C#N)c1ccncc1)P(O)I.CN(C)C=O.CN(C)C=O.CN(C)C=O.CN(C)C=O.CN(C)C=O
energy	-69291.6415	eV
E_LUMO	-0.5335	eV
net charge	0


[5]
Density functional theory data (ωB97M-V/def2-TZVPD) for a molecular structure, C9H11NOS in a non-equilibrium geometry.

Positions of all 23 atoms, in Å:
S 1.538 -1.015 -1.749
O -1.637 3.435 0.878
N -0.189 1.707 0.290
C 1.493 1.471 -1.576
C -1.415 -1.974 -0.104
C -0.683 2.943 0.278
C 0.528 -1.728 1.445
C -1.093 0.269 1.077
C 0.605 1.005 -0.608
C -0.426 -0.922 0.496
C 0.514 -0.310 -0.522
C 2.070 0.473 -2.287
H 2.722 0.570 -3.109
H -0.827 -2.846 -0.338
H -2.103 0.680 0.934
H 1.063 -2.410 0.760
H -2.201 -1.581 -0.807
H -2.005 -2.453 0.758
H -0.043 3.492 -0.472
H -0.149 -2.261 2.154
H -0.813 0.192 2.061
H 1.708 2.529 -1.571
H 1.342 -1.265 2.011

Output
orbital gap	8.88	eV
energy relative to the best compared isomer or geometry (same formula, charge and spin)	2.578	eV
energy	-23881.8765	eV
E_LUMO	0.5369	eV
net charge	0


[6]
Density functional theory data (ωB97M-V/def2-TZVPD) for a molecular structure, C45H90NO13Rb2 in a non-equilibrium geometry.

Positions of all 151 atoms, in Å:
Rb -1.410 3.461 0.323
Rb -4.625 0.618 0.281
O -0.418 4.748 -2.377
O -1.764 3.486 6.402
O 0.474 -0.459 6.451
O -2.094 -7.027 -0.918
O 2.311 -5.049 -0.189
O -1.620 -0.491 -5.722
O -4.927 2.662 -2.366
O 7.355 2.388 -3.548
O -1.650 0.686 -0.630
O 1.342 4.893 0.462
O 3.610 -5.277 4.346
O -4.559 -1.854 -1.347
O -4.370 -0.968 2.731
N -0.348 0.371 -0.015
C 0.953 1.604 -1.762
C 2.435 5.091 0.981
C 0.031 -2.141 -5.271
C -4.600 -3.393 2.915
C -3.791 -0.605 -3.243
C 0.791 -0.920 -1.844
C -0.448 -0.705 -5.439
C 5.445 1.202 -2.622
C -1.072 -1.817 1.148
C 1.742 5.767 -2.684
C 2.152 0.256 -0.051
C 0.564 0.398 -5.243
C 6.131 2.239 -3.545
C 2.917 -4.747 3.460
C 1.764 -4.843 -2.492
C 2.608 -0.107 5.334
C -3.378 3.664 4.627
C -4.295 -1.965 3.425
C -0.476 -0.354 1.282
C 2.914 4.079 1.946
C -3.794 -1.766 -2.317
C 0.917 -0.560 1.963
C 0.429 4.703 -4.701
C 2.534 -4.496 -1.277
C 3.725 -3.536 -1.439
C 1.529 -5.207 3.040
C -3.923 -5.824 0.042
C 3.218 6.386 0.802
C 5.387 3.112 -4.515
C 0.710 1.727 5.335
C -3.780 4.828 -2.320
C 0.865 0.327 -0.898
C 1.208 0.308 5.787
C -1.287 0.541 2.302
C 2.092 -0.812 0.978
C -3.122 1.531 5.923
C -4.037 3.387 -2.835
C -3.137 2.896 -3.940
C -2.435 -6.141 -0.158
C -2.924 -2.915 -2.681
C -1.389 -5.291 0.585
C 0.525 4.977 -3.178
C -2.689 2.963 5.782
C 3.510 -3.595 2.755
C -4.011 -1.798 4.921
H 2.488 -5.155 -3.244
H 4.384 -3.900 -2.228
H -4.344 5.515 -2.950
H 5.834 4.094 -4.359
H 3.221 -2.661 3.239
H -0.810 1.509 2.455
H -0.764 -2.885 -5.300
H 0.645 -1.866 -1.322
H 0.997 -5.585 -2.269
H 4.578 -3.535 2.966
H -1.989 -2.570 -3.123
H 0.826 -5.204 3.873
H 3.052 0.077 -0.640
H -4.001 -0.823 -4.290
H 4.276 -3.554 -0.499
H 2.953 3.056 1.572
H -1.005 -5.955 1.360
H 0.802 -2.317 -6.022
H 5.018 1.699 -1.751
H 2.280 1.159 0.546
H 1.151 0.631 -6.131
H 1.139 -4.008 -2.810
H 1.096 0.258 2.661
H -2.764 -3.442 -1.741
H -0.498 -2.498 0.520
H -5.618 -3.692 3.167
H -0.057 -0.861 -2.525
H 1.258 -0.003 -4.504
H -4.448 3.736 4.822
H 0.502 5.652 -5.233
H 2.535 -1.068 4.826
H -1.940 -4.507 1.106
H 0.826 2.474 -1.118
H -2.056 -1.870 0.682
H -2.750 5.173 -2.413
H -4.230 -0.774 5.226
H -2.117 2.932 -3.558
H -4.655 0.002 -2.974
H 2.020 -1.771 0.464
H 0.110 1.626 -2.452
H 3.041 -0.859 1.512
H -4.507 -3.449 1.830
H -0.337 1.911 5.576
H -4.036 4.813 -1.260
H -3.949 1.498 6.631
H -2.424 0.810 6.349
H 5.468 2.720 -5.528
H -4.199 -5.858 1.096
H -4.154 -4.894 -0.479
H 0.914 -1.498 2.518
H 2.042 6.523 -3.409
H 5.996 0.331 -2.267
H 1.247 2.432 5.971
H -3.451 -3.661 -3.277
H -0.560 -4.968 -0.044
H 1.642 -1.018 -2.518
H 1.070 -4.718 2.181
H -4.480 -6.620 -0.453
H -3.023 -2.134 5.235
H 2.620 5.172 -2.431
H -1.085 -2.426 2.051
H 3.347 -3.521 1.680
H -3.166 3.158 3.685
H 1.603 6.275 -1.730
H 3.189 -0.385 6.212
H -3.861 -4.058 3.360
H -3.406 1.872 -4.199
H 4.560 0.827 -3.137
H -3.519 1.185 4.968
H 2.658 7.175 0.300
H 1.662 -6.266 2.820
H 4.035 6.183 0.110
H 3.135 0.607 4.701
H -2.290 0.759 1.935
H -0.493 4.174 -4.940
H 3.838 4.432 2.403
H 4.317 3.112 -4.307
H 3.800 6.659 1.682
H 0.958 1.828 4.278
H -1.531 0.128 3.281
H 0.512 -2.253 -4.300
H 0.129 1.293 -4.798
H 2.239 3.898 2.783
H -3.042 4.698 4.547
H 1.876 1.814 -2.303
H -3.223 3.597 -4.770
H -2.818 -0.124 -3.144
H 1.243 4.055 -5.025
H -4.699 -2.424 5.489
H 3.353 -2.535 -1.659

Output
orbital gap	5.93	eV
energy relative to the best compared isomer or geometry (same formula, charge and spin)	0.000	eV
energy	-77535.5621	eV
E_LUMO	-2.6153	eV
net charge	+1


[7]
Density functional theory data (ωB97M-V/def2-TZVPD) for a molecular structure, C26H28Cl2GeMnN2OS3.

Positions of all 64 atoms, in Å:
Ge 0.378 0.085 -2.667
Mn 0.038 -1.222 0.465
Cl -2.249 -5.437 3.331
Cl 0.905 -3.397 -0.622
S 2.302 1.392 3.852
S -1.041 -2.867 1.953
S 1.882 -0.851 1.996
O -1.560 -1.073 -0.694
N -0.757 0.558 1.574
N 0.079 1.168 2.480
C -3.772 -0.820 -1.263
C 2.204 3.133 3.301
C 3.195 3.526 -0.351
C 2.426 3.328 0.785
C -5.007 -0.224 -1.164
C -0.672 -4.438 1.347
C -1.829 1.218 1.303
C -5.199 0.827 -0.266
C -4.129 1.248 0.492
C -2.852 0.667 0.417
C -0.178 -1.595 -3.532
C 4.367 3.657 2.147
C 1.212 0.578 2.669
C -0.941 -6.882 1.509
C 4.551 3.795 -0.244
C 1.773 0.900 -3.823
C -2.073 2.556 1.937
C 5.135 3.863 1.012
C 3.003 3.389 2.053
C 0.437 -5.989 -0.223
C -0.116 -7.088 0.414
C -2.660 -0.420 -0.485
C 1.175 -0.204 -0.910
C -1.203 -5.600 1.952
C -1.122 1.361 -2.677
C 0.155 -4.720 0.247
H -0.923 2.207 -2.016
H -0.590 -1.394 -4.523
H -2.599 2.433 2.887
H -3.598 -1.647 -1.940
H 5.150 3.945 -1.134
H 0.091 -8.089 0.061
H -1.249 1.748 -3.690
H 2.076 1.874 -3.430
H 1.396 1.045 -4.838
H -2.669 3.194 1.284
H 1.378 3.101 0.692
H -2.061 0.897 -2.359
H 2.128 -0.736 -1.008
H 1.160 3.412 3.185
H -0.938 -2.086 -2.926
H 1.085 -6.103 -1.081
H -6.165 1.303 -0.160
H 2.662 0.270 -3.872
H -4.296 2.057 1.195
H 2.731 3.459 -1.331
H -1.392 -7.714 2.032
H 4.831 3.692 3.126
H 6.195 4.068 1.108
H 1.418 0.752 -0.444
H 0.668 -2.275 -3.647
H -1.131 3.037 2.158
H 2.618 3.709 4.131
H -5.828 -0.580 -1.775

Output
orbital gap (spin up / spin down)	6.95 / 7.29	eV
⟨S²⟩	6.185
energy relative to the best compared isomer or geometry (same formula, charge and spin)	0.000	eV
energy	-177834.4741	eV
E_LUMO (spin up / spin down)	2.4084 / 2.5860	eV
2S+1	5
net charge	-1


Please write out number 1 again, unchanged.
Density functional theory data (ωB97M-V/def2-TZVPD) for a molecular structure, C20H30ClCuF5N5O25 in a non-equilibrium geometry.

Positions of all 87 atoms, in Å:
Cu 9.421 13.218 11.398
Cl 7.521 12.126 10.987
F 12.221 6.207 10.100
F 9.527 9.750 8.411
F 19.001 15.859 11.696
F 11.557 15.336 17.030
F 9.453 8.731 14.533
O 11.565 13.485 11.126
O 11.479 11.882 9.676
O 12.391 14.771 7.634
O 12.811 10.019 11.431
O 11.746 8.422 10.370
O 14.216 15.967 15.030
O 13.840 8.880 9.784
O 13.328 12.741 13.843
O 8.157 10.345 4.692
O 14.388 17.907 14.119
O 17.198 17.134 11.567
O 9.559 15.689 14.946
O 9.609 10.786 13.652
O 12.040 14.041 15.124
O 15.275 16.534 10.566
O 9.389 15.513 12.793
O 16.142 15.426 12.268
O 11.182 11.030 15.246
O 13.514 10.593 4.578
O 7.017 10.158 6.515
O 9.020 11.078 6.687
O 13.179 15.525 5.796
O 14.097 11.166 6.555
O 13.739 12.908 16.063
O 9.374 12.383 15.164
N 13.263 11.089 5.663
N 12.081 12.715 10.296
N 13.079 15.505 6.994
N 8.948 15.338 13.944
N 13.870 16.809 14.170
C 10.059 11.531 14.741
C 17.157 15.594 13.237
C 12.035 7.422 9.495
C 8.708 10.741 8.024
C 10.255 9.580 13.709
C 16.174 16.365 11.351
C 18.086 16.562 12.443
C 7.597 14.600 14.084
C 13.889 16.620 7.829
C 11.521 9.845 14.462
C 13.512 12.869 10.137
C 7.216 10.247 7.924
C 13.326 7.870 8.852
C 13.091 13.193 14.927
C 11.743 14.055 16.461
C 11.900 11.722 5.868
C 12.995 13.540 17.155
C 12.775 16.509 13.277
C 8.063 10.521 5.828
C 12.832 9.180 10.611
H 10.771 13.581 16.611
H 14.899 16.696 7.410
H 7.817 13.860 14.817
H 17.421 14.608 13.578
H 12.365 9.987 13.755
H 11.176 10.981 5.542
H 14.007 7.075 8.795
H 12.915 12.714 17.845
H 13.147 8.288 7.853
H 12.261 17.439 13.038
H 11.804 9.110 15.206
H 8.912 11.518 8.729
H 13.218 17.473 7.520
H 18.598 17.362 13.060
H 13.985 11.989 10.599
H 7.121 9.277 8.333
H 10.252 9.195 12.690
H 13.901 16.297 8.867
H 13.898 12.949 9.081
H 16.741 15.949 14.193
H 13.099 15.982 12.412
H 6.940 15.336 14.456
H 11.882 12.008 6.890
H 12.100 15.807 13.786
H 11.740 12.620 5.202
H 7.237 14.352 13.063
H 13.715 13.857 10.624
H 13.626 14.399 17.481
H 11.145 7.267 8.848
H 6.504 10.942 8.320

Output
orbital gap	8.51	eV
energy relative to the best compared isomer or geometry (same formula, charge and spin)	0.172	eV
energy	-150601.6317	eV
E_LUMO	-0.6871	eV
net charge	0


Question: What is the energy in the seventh record?
Answer: -177834.4741 eV